C32H92BHgN8O8 | ωB97M-V/def2-TZVPD

Summary:
Expectation value of S²: 0.75
Spin multiplicity: 2
HOMO level (spin up / spin down) in eV: -2.39 / -8.63
Net charge: 0

Geometry (Å):
Hg -6.030 1.018 12.068
B -7.299 -0.854 11.782
H -7.143 -0.900 12.849
H -7.870 -1.711 11.460
H -7.868 0.036 11.560
H -6.302 -0.812 11.373
C -7.613 3.025 15.847
C -7.392 1.571 15.413
C -8.356 0.600 16.171
O -9.710 0.920 15.941
C -10.611 0.646 17.008
N -7.466 1.378 13.984
H -8.623 3.398 16.015
H -7.117 3.704 15.152
H -7.190 3.073 16.850
H -6.381 1.272 15.690
H -8.017 0.653 17.205
H -8.195 -0.416 15.811
H -10.643 -0.400 17.314
H -11.585 1.004 16.674
H -10.408 1.199 17.925
H -8.368 1.728 13.694
H -7.880 0.456 13.969
C -2.129 -1.301 13.025
C -3.160 -0.291 12.408
C -3.429 -0.422 10.907
O -4.346 0.562 10.518
C -4.398 0.662 9.142
N -4.384 -0.445 13.167
H -1.139 -1.152 12.594
H -2.517 -2.317 12.968
H -1.842 -1.279 14.077
H -2.897 0.759 12.537
H -3.791 -1.449 10.843
H -2.479 -0.340 10.380
H -3.436 0.933 8.708
H -4.962 1.569 8.924
H -4.799 -0.164 8.553
H -4.201 -0.352 14.156
H -4.449 -1.452 13.195
C -5.515 -5.813 12.295
C -5.863 -4.402 11.724
C -6.120 -4.585 10.187
O -7.364 -5.314 9.958
C -7.458 -6.016 8.729
N -7.215 -4.101 12.280
H -6.298 -6.571 12.252
H -5.364 -5.773 13.374
H -4.641 -6.102 11.711
H -5.181 -3.589 11.975
H -5.303 -4.971 9.578
H -6.280 -3.575 9.810
H -7.345 -5.459 7.799
H -8.391 -6.559 8.877
H -6.775 -6.860 8.629
H -7.355 -3.116 12.111
H -7.827 -4.558 11.619
C -8.717 -2.744 7.170
C -9.274 -1.852 8.262
C -10.359 -0.854 7.778
O -9.877 0.068 6.830
C -10.793 1.102 6.580
N -9.743 -2.675 9.415
H -9.264 -3.665 6.969
H -7.685 -2.977 7.434
H -8.700 -2.358 6.151
H -8.433 -1.304 8.687
H -10.620 -0.288 8.672
H -11.265 -1.339 7.413
H -11.630 0.807 5.948
H -10.254 1.772 5.910
H -11.200 1.525 7.498
H -9.033 -3.382 9.550
H -9.950 -2.293 10.326
C -11.415 -3.999 13.854
C -10.934 -2.482 13.647
C -11.777 -1.407 14.400
O -13.155 -1.463 14.186
C -14.025 -0.694 14.996
N -9.460 -2.558 13.845
H -10.804 -4.824 13.485
H -12.434 -4.186 13.517
H -11.570 -4.161 14.920
H -11.062 -2.264 12.587
H -11.361 -0.401 14.459
H -11.646 -1.742 15.429
H -14.035 -1.126 15.996
H -14.964 -0.428 14.511
H -13.585 0.297 15.106
H -8.957 -3.321 13.415
H -9.050 -1.780 13.349
C -6.146 -2.080 15.794
C -4.808 -2.631 15.657
C -4.238 -3.628 16.774
O -4.807 -4.901 16.582
C -4.508 -5.887 17.573
N -4.630 -3.088 14.296
H -6.220 -1.517 16.724
H -6.997 -2.754 15.689
H -6.235 -1.320 15.017
H -4.097 -1.805 15.696
H -4.581 -3.241 17.734
H -3.164 -3.506 16.907
H -3.461 -5.784 17.860
H -4.775 -6.871 17.187
H -4.994 -5.695 18.530
H -3.787 -3.644 14.346
H -5.395 -3.677 13.999
C -11.382 4.807 14.066
C -10.299 5.267 13.207
C -9.993 4.144 12.161
O -9.640 2.935 12.824
C -10.487 1.778 12.712
N -10.570 6.508 12.605
H -11.781 5.634 14.653
H -11.001 3.961 14.638
H -12.239 4.470 13.484
H -9.443 5.302 13.881
H -9.338 4.431 11.338
H -10.887 3.987 11.557
H -11.466 1.936 13.166
H -10.112 0.932 13.288
H -10.676 1.464 11.686
H -9.792 6.889 12.086
H -10.771 7.087 13.408
C -5.021 5.425 12.579
C -5.640 4.051 12.215
C -6.408 3.967 10.899
O -6.842 2.632 10.684
C -7.600 2.489 9.517
N -4.650 2.988 12.337
H -4.235 5.669 11.865
H -4.542 5.520 13.554
H -5.803 6.176 12.469
H -6.403 3.981 12.991
H -5.943 4.331 9.982
H -7.229 4.655 11.099
H -8.326 1.677 9.572
H -6.943 2.355 8.657
H -8.184 3.377 9.275
H -4.246 3.069 13.259
H -3.826 3.348 11.878